[1]
36
Properties=species:S:1:pos:R:3 method="wB97M-V/def2-TZVPD" homo_lumo_gap_ev=8.7 charge=0 energy_ha=-748.4646
C -1.294 1.495 2.791
C -1.968 1.709 1.652
C -1.383 2.368 0.515
N -0.443 1.683 -0.353
C 0.671 1.119 0.426
C 1.361 0.087 -0.033
C 2.683 -0.410 0.613
H -0.348 1.899 3.146
H -1.723 1.058 3.619
H -2.969 1.437 1.582
H -2.312 2.410 -0.119
H -0.996 3.391 0.759
H -0.908 0.878 -0.975
H 1.006 1.743 1.258
H 0.866 -0.477 -0.715
H 3.412 0.370 0.773
H 2.633 -0.825 1.608
H 3.113 -1.314 0.159
O -0.139 -2.579 0.360
H -0.119 -1.530 0.223
H -1.045 -2.618 0.434
O 0.308 -1.990 -2.891
H 1.068 -1.414 -2.649
H 0.312 -2.627 -2.175
O -1.356 0.056 -2.679
H -1.111 0.909 -2.928
H -0.682 -0.584 -2.774
O -2.550 -1.952 -0.675
H -2.034 -1.756 -1.437
H -3.446 -1.703 -0.961
O 2.464 1.982 -2.648
H 2.165 1.309 -3.183
H 2.017 2.117 -1.797
O 1.135 -1.713 2.995
H 0.445 -2.224 2.437
H 1.167 -2.305 3.641



[2]
36
Properties=species:S:1:pos:R:3 method="wB97M-V/def2-TZVPD" homo_lumo_gap_ev=9.3 charge=0 energy_ha=-748.5279
C 10.533 7.812 6.829
O 10.039 6.672 6.161
C 9.288 5.784 7.025
C 8.618 4.760 6.223
N 7.527 5.312 5.353
C 6.274 5.684 6.132
C 5.847 7.019 5.441
O 6.842 8.002 5.916
C 6.926 9.158 5.111
H 11.299 7.581 7.586
H 9.611 8.295 7.287
H 11.000 8.445 6.076
H 8.609 6.350 7.654
H 9.999 5.302 7.646
H 8.154 4.115 6.964
H 9.336 4.103 5.772
H 7.903 6.178 4.910
H 6.498 5.647 7.198
H 5.616 4.805 5.946
H 4.876 7.428 5.668
H 5.968 6.832 4.401
H 6.013 9.816 5.134
H 7.388 8.964 4.139
H 7.650 9.755 5.656
O 15.054 3.589 8.055
H 14.466 4.308 7.917
H 15.087 3.539 9.050
O 12.979 5.591 7.663
H 12.564 5.004 7.028
H 13.424 6.258 7.098
O 14.117 7.638 5.939
H 15.044 7.433 5.785
H 13.686 7.233 5.158
O 12.119 5.755 4.466
H 11.161 5.755 4.541
H 12.263 5.196 3.714



[3]
36
Properties=species:S:1:pos:R:3 method="wB97M-V/def2-TZVPD" homo_lumo_gap_ev=9.6 charge=0 energy_ha=-748.4389
C -0.958 -1.376 0.883
C -0.052 -2.596 0.850
C 1.340 -2.305 0.368
O 1.597 -1.650 -0.613
C -1.477 -0.996 -0.497
N -2.222 0.245 -0.583
C -3.407 0.309 0.247
C -2.511 0.642 -1.946
H -0.389 -0.522 1.264
H -1.807 -1.530 1.560
H 0.066 -3.000 1.841
H -0.526 -3.371 0.329
H 2.154 -2.592 0.996
H -1.954 -1.864 -0.979
H -0.688 -1.007 -1.274
H -4.123 -0.459 -0.023
H -3.128 0.174 1.310
H -3.883 1.269 0.112
H -2.520 1.754 -1.964
H -3.523 0.440 -2.263
H -1.720 0.319 -2.626
H 2.866 2.612 -0.003
H 1.305 2.524 0.256
O 2.188 2.494 0.670
H 3.216 -1.075 -1.614
H 3.339 0.233 -2.337
O 3.784 -0.294 -1.670
H -0.819 2.722 1.128
H -1.234 1.568 0.214
O -0.528 2.226 0.358
H 1.779 -0.591 3.538
H 1.851 0.255 2.245
O 1.889 -0.652 2.578
H 2.674 2.448 -0.795
H 3.770 1.327 -0.752
O 3.650 2.318 -0.809



[4]
39
Properties=species:S:1:pos:R:3 method="wB97M-V/def2-TZVPD" homo_lumo_gap_ev="4.4 / 4.3" charge=-2 spin_multiplicity=2 energy_ha=-1536.5622
Ag 0.189 0.510 0.249
O 2.421 -3.044 2.374
C 1.058 -3.456 2.126
C 0.074 -2.266 1.632
O 0.121 -0.983 2.212
H 0.726 -3.774 3.114
H 0.920 -4.289 1.436
H -0.961 -2.607 1.652
H 0.200 -2.136 0.557
B -0.961 2.570 2.710
H -2.040 2.535 2.690
H -0.642 3.317 2.001
H -0.603 2.682 3.722
H -0.668 1.611 2.311
B 2.876 0.158 0.618
H 2.923 0.683 -0.324
H 3.777 0.044 1.200
H 2.133 0.588 1.272
H 2.484 -0.822 0.398
C -2.717 1.776 -1.124
S -2.990 -0.011 -0.928
O -1.581 -0.581 -0.908
C -3.556 -0.028 0.751
H -2.603 2.030 -2.178
H -1.776 2.171 -0.739
H -3.556 2.225 -0.594
H -3.098 0.658 1.464
H -3.448 -1.093 0.955
H -4.586 0.284 0.583
C 0.938 -0.968 -2.545
S 0.737 0.688 -3.123
O 0.356 1.429 -1.896
C 2.524 0.940 -3.536
H 1.421 -0.910 -1.570
H 1.440 -1.474 -3.370
H -0.059 -1.333 -2.299
H 3.010 0.647 -2.605
H 2.656 1.941 -3.946
H 2.862 0.288 -4.341



[5]
48
Properties=species:S:1:pos:R:3 method="wB97M-V/def2-TZVPD" homo_lumo_gap_ev=10.3 charge=0 energy_ha=-1351.7752
N -0.697 3.229 -0.004
C -0.895 3.036 1.385
N -2.166 2.818 1.994
O 0.098 3.150 2.109
H -1.436 2.863 -0.628
H 0.273 2.929 -0.208
H -2.895 2.899 1.274
H -2.261 3.506 2.745
N -1.321 -3.587 -3.169
C -0.785 -3.579 -1.950
N -1.617 -3.612 -0.883
O 0.420 -3.453 -1.726
H -0.663 -3.542 -3.971
H -2.294 -3.638 -3.282
H -1.178 -3.529 0.009
H -2.633 -3.586 -0.991
N 1.956 -0.294 -2.675
C 1.579 1.022 -3.026
N 0.946 1.287 -4.306
O 1.787 1.961 -2.264
H 1.424 -1.086 -3.177
H 2.233 -0.429 -1.736
H 0.692 2.239 -4.435
H 1.303 0.842 -5.158
N -2.020 -0.298 -1.021
C -2.968 0.405 -0.228
N -3.412 -0.347 0.819
O -3.359 1.546 -0.406
H -1.274 -0.818 -0.549
H -1.608 0.294 -1.696
H -2.926 -1.195 1.130
H -3.834 0.302 1.470
N -0.302 -0.786 2.972
C -0.429 -1.642 1.896
N 0.605 -1.672 1.041
O -1.472 -2.294 1.731
H 0.500 -0.185 2.914
H -1.111 -0.269 3.334
H 0.528 -2.306 0.240
H 1.557 -1.432 1.257
N 2.900 1.831 1.898
C 3.358 0.740 2.560
N 4.769 0.667 2.570
O 2.649 -0.116 3.054
H 1.951 2.130 2.086
H 3.503 2.444 1.626
H 5.369 0.040 3.099
H 5.154 1.515 2.276



[6]
48
Properties=species:S:1:pos:R:3 method="wB97M-V/def2-TZVPD" homo_lumo_gap_ev=9.8 charge=0 energy_ha=-1351.6739
N 0.223 -1.408 0.305
C -0.252 -0.475 1.121
N -0.368 -0.970 2.298
O -0.379 0.700 0.854
H 0.600 -2.268 0.678
H 0.562 -1.047 -0.575
H -0.674 -0.324 3.011
H -0.567 -1.957 2.380
N 1.118 1.065 -5.182
C 1.162 1.071 -3.857
N 0.041 1.487 -3.250
O 2.067 0.653 -3.219
H 0.362 1.511 -5.681
H 1.893 0.777 -5.762
H 0.016 1.433 -2.242
H -0.875 1.593 -3.660
N -2.595 -4.953 -1.300
C -2.917 -4.113 -2.206
N -1.863 -3.743 -2.861
O -4.008 -3.642 -2.412
H -1.684 -5.387 -1.254
H -3.317 -5.192 -0.635
H -0.995 -4.193 -2.608
H -2.042 -3.239 -3.718
N 1.956 4.270 1.396
C 2.683 4.876 2.332
N 2.826 6.139 1.962
O 3.182 4.362 3.296
H 1.613 3.352 1.641
H 1.500 4.778 0.652
H 3.173 6.637 2.769
H 2.611 6.550 1.065
N -2.736 3.733 3.096
C -3.486 3.055 4.011
N -4.010 3.884 4.853
O -3.781 1.951 3.809
H -2.271 3.155 2.411
H -2.539 4.720 3.189
H -3.716 4.846 4.757
H -4.817 3.531 5.348
N 3.139 -4.331 -1.915
C 2.462 -5.047 -0.979
N 2.684 -4.586 0.238
O 1.788 -6.019 -1.225
H 3.707 -3.576 -1.557
H 2.805 -4.406 -2.865
H 2.225 -5.171 0.922
H 3.495 -4.085 0.571



[7]
48
Properties=species:S:1:pos:R:3 method="wB97M-V/def2-TZVPD" homo_lumo_gap_ev=9.8 charge=0 energy_ha=-1351.7521
N 2.133 -6.412 15.142
C 1.756 -6.834 13.852
N 0.385 -7.139 13.594
O 2.567 -6.867 12.924
H 3.071 -6.686 15.306
H 1.632 -6.372 16.004
H -0.078 -7.127 12.656
H -0.316 -7.240 14.338
N 5.895 -12.778 12.374
C 4.510 -12.831 12.294
N 4.005 -12.042 11.280
O 3.843 -13.586 13.000
H 6.492 -12.599 11.557
H 6.183 -13.621 12.853
H 4.396 -11.099 11.277
H 2.983 -11.973 11.376
N 5.824 -8.287 8.892
C 5.269 -8.132 10.270
N 3.945 -7.970 10.405
O 6.039 -8.345 11.200
H 6.839 -8.236 8.925
H 5.386 -7.701 8.190
H 3.793 -7.481 11.273
H 3.429 -7.590 9.569
N 3.069 -8.823 18.085
C 2.626 -7.580 18.482
N 1.858 -7.539 19.698
O 3.024 -6.524 17.949
H 3.215 -8.989 17.067
H 2.482 -9.510 18.538
H 1.509 -6.588 19.907
H 1.123 -8.251 19.676
N -1.500 -10.338 17.737
C -0.160 -10.459 17.716
N 0.378 -10.892 16.567
O 0.352 -10.601 18.823
H -2.145 -9.879 17.060
H -1.880 -10.225 18.665
H 1.349 -10.852 16.319
H -0.304 -10.957 15.795
N 4.090 -9.422 13.192
C 3.917 -9.980 14.420
N 4.860 -10.771 14.889
O 2.939 -9.692 15.100
H 4.975 -9.164 12.664
H 3.380 -8.712 13.054
H 4.681 -11.533 15.532
H 5.647 -10.922 14.310



[8]
49
Properties=species:S:1:pos:R:3 method="wB97M-V/def2-TZVPD" homo_lumo_gap_ev=10.4 charge=+2 energy_ha=-1544.2205
Pb 1.784 5.275 -24.634
C -0.628 4.146 -27.040
O -0.030 4.910 -26.285
N -1.636 4.544 -27.847
N -0.367 2.804 -27.098
H -1.883 5.517 -27.858
H -2.042 3.939 -28.538
H 0.144 2.309 -26.392
H -0.939 2.260 -27.720
C 5.559 5.560 -24.631
O 4.378 5.211 -24.712
N 5.930 6.736 -24.042
N 6.525 4.944 -25.351
H 6.895 6.962 -23.892
H 5.175 7.385 -23.923
H 6.291 4.171 -25.943
H 7.496 5.187 -25.269
C 1.223 8.944 -24.164
O 1.510 7.749 -24.043
N 1.657 9.708 -25.208
N 0.590 9.619 -23.172
H 1.464 10.695 -25.167
H 2.516 9.487 -25.680
H 0.262 10.557 -23.319
H 0.197 9.106 -22.401
C -1.594 6.205 -23.062
O -0.599 5.774 -23.652
N -1.900 5.868 -21.785
N -2.418 7.085 -23.690
H -1.290 5.182 -21.380
H -2.739 6.243 -21.384
H -2.004 7.574 -24.463
H -3.369 7.286 -23.439
C 2.729 4.821 -28.241
O 2.708 5.214 -27.065
N 2.941 3.512 -28.523
N 2.660 5.695 -29.268
H 3.042 3.231 -29.485
H 3.393 2.928 -27.846
H 2.596 6.685 -29.133
H 2.735 5.275 -30.179
C 2.459 1.547 -25.052
O 2.188 2.738 -25.202
N 1.644 0.672 -24.386
N 3.641 0.997 -25.452
H 0.782 1.003 -23.989
H 1.668 -0.292 -24.676
H 4.422 1.553 -25.737
H 3.740 0.022 -25.232



[9]
42
Properties=species:S:1:pos:R:3 method="wB97M-V/def2-TZVPD" homo_lumo_gap_ev=10.0 charge=0 energy_ha=-1022.9670
N -1.544 -5.530 -0.712
C -1.859 -5.942 -1.875
N -1.602 -5.053 -2.816
O -2.370 -7.048 -2.029
H -1.932 -6.178 -0.042
H -1.302 -4.557 -0.591
H -1.169 -4.187 -2.528
H -1.644 -5.457 -3.741
N 2.173 -2.728 3.702
C 1.926 -2.387 4.990
N 2.711 -3.017 5.818
O 1.284 -1.443 5.370
H 2.582 -3.641 3.568
H 1.875 -2.150 2.929
H 2.692 -2.906 6.821
H 3.184 -3.820 5.429
N -0.164 2.180 0.682
C -0.044 1.624 -0.478
N 0.173 2.505 -1.463
O -0.067 0.424 -0.687
H -0.277 1.545 1.459
H -0.127 3.182 0.806
H 0.061 3.486 -1.254
H 0.329 2.194 -2.412
C 2.964 0.625 -8.650
O 3.018 1.529 -7.585
H 2.342 -0.249 -8.457
H 2.567 1.095 -9.550
H 3.982 0.310 -8.881
H 3.946 1.775 -7.556
C 1.689 9.162 -0.439
O 0.951 8.081 0.219
H 2.305 8.847 -1.281
H 0.963 9.860 -0.854
H 2.437 9.605 0.219
H 0.347 8.455 0.865
C -5.024 -1.569 5.085
O -6.393 -2.033 4.824
H -5.153 -0.845 5.889
H -4.402 -2.433 5.321
H -4.569 -1.017 4.263
H -6.860 -2.292 5.622



[10]
35
Properties=species:S:1:pos:R:3 method="wB97M-V/def2-TZVPD" homo_lumo_gap_ev=10.8 charge=+1 energy_ha=-598.4638
C 2.083 0.645 0.346
C 0.584 0.293 0.488
C -0.071 0.159 -0.909
C -1.093 1.330 -1.301
C -0.159 2.503 -1.580
C -2.134 1.529 -0.184
N 0.413 -1.070 1.170
H 2.271 0.994 -0.648
H 2.469 1.417 0.999
H 2.817 -0.143 0.566
H 0.113 1.090 1.058
H -0.705 -0.729 -0.894
H 0.580 0.100 -1.779
H -1.658 0.934 -2.143
H 0.392 2.382 -2.508
H 0.432 2.651 -0.679
H -0.809 3.387 -1.593
H -2.343 0.579 0.308
H -1.853 2.252 0.578
H -3.082 1.713 -0.683
H 0.322 -0.974 2.178
H -0.475 -1.452 0.816
H 1.321 -1.481 0.980
H -1.274 -3.388 -0.593
H -2.557 -3.060 0.023
O -1.624 -2.817 0.106
H 2.805 4.070 -0.715
H 2.511 2.775 -1.413
O 2.669 3.131 -0.532
H -2.546 -1.787 2.316
H -2.287 -0.525 2.995
O -2.187 -0.911 2.113
H 1.889 -4.119 0.499
H 1.933 -3.817 -0.915
O 1.316 -3.725 -0.175



[11]
38
Properties=species:S:1:pos:R:3 method="wB97M-V/def2-TZVPD" homo_lumo_gap_ev=7.7 charge=-1 energy_ha=-824.3856
C 1.473 -0.474 0.357
O 1.040 -1.625 -0.169
C 0.532 0.809 -0.056
C -0.843 0.316 -0.333
C -1.479 1.452 -1.153
C -2.358 2.244 -0.542
C -1.375 1.293 -2.652
N 0.535 1.751 1.136
H 2.509 -0.147 0.065
H 1.478 -0.530 1.492
H 1.113 1.428 -0.728
H -1.304 -0.072 0.616
H -0.903 -0.723 -0.678
H -3.045 2.890 -1.104
H -2.372 2.315 0.546
H -2.099 1.950 -3.164
H -1.549 0.252 -2.924
H -0.336 1.525 -2.934
H 0.846 2.672 0.842
H -0.297 1.773 1.706
H -0.773 -3.289 1.588
H -0.343 -2.332 0.624
O -1.192 -2.544 1.125
H 2.564 -1.217 -2.210
H 2.357 -0.346 -3.603
O 2.942 -0.779 -2.982
H 2.128 2.134 2.081
H 3.133 1.108 1.770
O 3.064 1.913 2.308
H 2.817 -2.280 0.413
H 2.464 -2.307 1.909
O 3.099 -2.653 1.263
H -3.404 -0.063 -1.171
H -2.104 -1.190 -1.198
O -3.030 -0.878 -1.493
H -1.430 -2.171 2.998
H -1.822 -0.697 2.897
O -2.038 -1.507 3.361



[12]
36
Properties=species:S:1:pos:R:3 method="wB97M-V/def2-TZVPD" homo_lumo_gap_ev=10.7 charge=0 energy_ha=-694.2881
C -2.020 3.256 3.690
O -0.742 2.989 3.219
H -2.815 3.332 2.948
H -2.351 2.438 4.329
H -2.048 4.184 4.261
H -0.803 2.070 2.947
C -6.430 0.731 1.966
O -5.417 1.028 1.033
H -7.424 0.922 1.563
H -6.358 -0.306 2.297
H -6.498 1.366 2.850
H -5.398 1.987 0.977
C -0.990 0.100 -0.502
O -1.503 -0.004 0.851
H -0.929 -0.883 -0.970
H -1.577 0.820 -1.070
H 0.014 0.525 -0.479
H -2.403 0.329 0.881
C 1.295 -4.175 -5.181
O 0.893 -3.633 -3.955
H 0.764 -3.692 -6.002
H 2.360 -3.991 -5.324
H 1.132 -5.250 -5.260
H 1.511 -3.855 -3.255
C 3.193 0.036 2.516
O 4.320 -0.420 3.164
H 2.356 0.009 3.214
H 3.405 1.060 2.209
H 2.984 -0.666 1.709
H 5.096 0.077 2.894
C 4.128 -0.229 -2.784
O 5.082 0.018 -3.781
H 3.761 0.708 -2.365
H 3.334 -0.886 -3.139
H 4.456 -0.774 -1.899
H 5.623 0.778 -3.554



Energy relative to the best compared isomer or geometry (same formula, charge and spin), respectively: 439.7 273.6 507.2 0.0 105.9 372.1 166.6 43.0 379.1 151.4 333.5 431.4 kJ/mol.